Entry 1
# HIN4

2 unconnected molecules or ions with the total composition HIN4 (ωB97M-V/def2-TZVPD, OMol25).

Highest occupied orbital energy (alpha / beta) = -9.46 / -9.47 eV
Net charge = 0
SMILES = [H]/N=N\I.N#N

Each line ends with the natural charge from an NBO analysis.
Geometry (Å):
H: -2.41063 -1.77716 1.09911  0.377
N: -1.84887 -0.89686 0.82978  -0.273
N: -2.19658 -0.03880 0.04143  0.015
I: -4.57503 -0.20220 -0.18970  -0.120
N: 0.35448 3.36557 -0.36993  -0.002
N: -0.69989 3.06408 -0.32292  0.002



Entry 2
# HIN4

HIN4 in the gas phase (ωB97M-V/def2-TZVPD, OMol25).

Highest occupied orbital energy (alpha / beta) = -8.10 / -8.10 eV
Net charge = 0
SMILES = [H]/N=N/N=N/I

Each line ends with the natural charge from an NBO analysis.
Geometry (Å):
H: 0.53390 -0.23153 -0.08930  0.377
N: -0.14938 0.20580 0.52791  -0.457
N: -1.27384 0.30385 0.12295  0.266
N: -2.41456 0.34213 0.24694  0.096
N: -3.85188 1.09208 -0.19480  -0.623
I: -5.39077 -0.10174 -0.10090  0.340



Least stable of them? entry 2.



Entry 1
# C3H2F4

A molecular structure, C3H2F4 (ωB97M-V/def2-TZVPD, OMol25).

Highest occupied orbital energy = -10.36 eV
Net charge = 0

Each line ends with the natural charge from an NBO analysis.
Geometry (Å):
C: -0.66113 0.89657 0.01050  -0.549
C: 0.52173 1.44573 0.07987  0.372
C: 1.35691 2.03690 -1.53591  0.956
F: 1.22255 1.61176 1.10815  -0.287
F: 2.67024 1.95188 -1.40434  -0.306
F: 0.95118 3.31525 -1.75524  -0.330
F: 0.85886 1.31085 -2.51240  -0.312
H: -1.20798 0.71428 0.92667  0.224
H: -1.01535 0.65223 -0.95682  0.231



Entry 2
# C3H2F4

2 unconnected molecules or ions with the total composition C3H2F4 (ωB97M-V/def2-TZVPD, OMol25).

Highest occupied orbital energy (alpha / beta) = -8.70 / -8.70 eV
Net charge = 0

Each line ends with the natural charge from an NBO analysis.
Geometry (Å):
C: 2.36507 -1.28706 1.86621  0.233
C: 0.07933 0.28907 -0.58821  0.413
C: -1.36904 0.31128 -0.94559  0.348
F: 2.88659 -0.14671 2.05476  -0.291
F: 0.44211 1.52970 -0.44648  -0.284
F: -2.28977 0.95090 -0.15615  -0.321
F: -1.92617 -0.94497 -1.15130  -0.341
H: 1.41076 -1.40429 1.31475  0.061
H: -1.59888 0.70208 -1.94800  0.182



Least stable of them? entry 2.



Entry 1
# C3H5Cl

C3H5Cl in the gas phase (ωB97M-V/def2-TZVPD, OMol25).

Highest occupied orbital energy = -10.08 eV
Net charge = 0
SMILES = ClC1CC1

Each line ends with the natural charge from an NBO analysis.
Geometry (Å):
Cl: 2.19201 0.00908 0.09769  -0.074
C: 0.53612 0.06045 -0.60745  -0.215
C: -0.46151 0.76071 0.26811  -0.439
C: -0.41983 -0.74127 0.21532  -0.427
H: 0.50589 0.37179 -1.71238  0.244
H: -1.32709 1.15627 -0.22263  0.229
H: -0.10521 0.93893 1.23429  0.234
H: 0.20788 -1.10857 0.97487  0.222
H: -1.12825 -1.44739 -0.24782  0.225



Entry 2
# C3H5Cl

C3H5Cl in the gas phase (ωB97M-V/def2-TZVPD, OMol25).

Highest occupied orbital energy = -9.52 eV
Net charge = 0
SMILES = C=C(C)Cl

Each line ends with the natural charge from an NBO analysis.
Geometry (Å):
C: 0.01747 -1.40280 -0.01139  -0.449
C: 0.43085 -0.17233 -0.04312  0.002
C: -0.41780 1.05870 -0.05628  -0.653
Cl: 2.11616 0.14703 -0.09101  -0.019
H: 0.73679 -2.20262 0.13085  0.228
H: -1.09646 -1.43166 0.21572  0.211
H: -1.02854 1.00789 0.70550  0.217
H: 0.15699 1.97646 0.13871  0.230
H: -0.91547 1.01931 -0.98898  0.232



Least stable of them? entry 1.